w.
Here is 2 unconnected molecules or ions with the total composition C2H7N4 from the OMol25 dataset. Energies are from ωB97M-V/def2-TZVPD.

Geometry as ORCA input:
```
! wB97M-V def2-TZVPD RIJCOSX def2/J DEFGRID3
* xyz 1 1
C -0.86418 -0.80982 -0.31505
C -0.79605 -0.01226 -1.62954
N 0.98014 -0.28225 1.68339
N 1.19119 0.82633 1.69702
N 1.69345 1.99428 1.63547
N -1.23535 -2.01550 -0.31820
H -1.69876 -0.07563 -2.23627
H 0.21299 -0.50324 -2.03743
H -0.47539 1.02655 -1.36866
H 2.52603 2.09791 2.14907
H 1.08771 2.73805 1.48014
H -1.44161 -2.35754 -1.24397
H -1.18016 -2.62687 0.50402
*
```

Values from the calculation:
LUMO (alpha / beta) ... -5.0 / -5.0 eV
Kohn-Sham gap (alpha / beta) ... 6.657 / 6.651 eV
HOMO energy (alpha / beta) ... -0.427 / -0.427 Ha

***

x.
Here is a gas-phase ion, C2H7N4 (charge +1) from the OMol25 dataset. Energies are from ωB97M-V/def2-TZVPD.

Geometry as ORCA input:
```
! wB97M-V def2-TZVPD RIJCOSX def2/J DEFGRID3
* xyz 1 1
H 1.86064 2.05625 0.50038
N 1.21238 1.59169 -0.06695
N 0.08210 1.32949 0.18318
C -0.69674 0.34551 -0.00902
N -2.05348 0.26822 -0.05747
C 0.04588 -0.93263 -0.17347
N 1.44073 -0.85313 -0.00898
H -2.50522 -0.59752 0.31021
H -2.60956 1.20477 -0.14510
H -0.44396 -1.59287 0.42958
H -0.27880 -1.16986 -1.22695
H 1.89153 -0.98810 0.91852
H 2.05449 -0.66183 -0.65390
*
```

Values from the calculation:
LUMO ... -5.6 eV
Kohn-Sham gap ... 8.225 eV
HOMO energy ... -0.508 Ha

***

What should be chosen as the most stable of them? Choose x.

***

w.
Here is C3H3FS2 in the gas phase from the OMol25 dataset. Energies are from ωB97M-V/def2-TZVPD.

Geometry as ORCA input:
```
! wB97M-V def2-TZVPD RIJCOSX def2/J DEFGRID3
* xyz 0 1
F 2.36624 0.12809 -0.17154
C 1.78904 -1.06466 0.01921
C 0.49366 -1.20157 0.17858
C -0.49910 -0.15997 0.06941
S -2.09433 -0.56390 -0.08745
S 0.01978 1.54458 0.06902
H 2.47664 -1.99521 0.02119
H 0.06157 -2.17411 0.29121
H -1.34326 1.88294 -0.07688
*
```

Values from the calculation:
LUMO ... -0.8 eV
Kohn-Sham gap ... 8.029 eV
HOMO energy ... -0.325 Ha

***

x.
Here is a molecular structure, C3H3FS2 from the OMol25 dataset. Energies are from ωB97M-V/def2-TZVPD.

Geometry as ORCA input:
```
! wB97M-V def2-TZVPD RIJCOSX def2/J DEFGRID3
* xyz 0 1
C -0.69951 0.83972 0.17114
C -1.93298 1.25927 0.12914
C -0.34395 -0.59833 -0.01229
F -2.50172 2.42113 0.26154
S -3.23501 -0.52878 -0.39931
S -1.77466 -1.65581 0.43924
H 0.12743 1.51245 0.33300
H -0.04014 -0.80611 -1.04046
H 0.45269 -0.89206 0.66816
*
```

Values from the calculation:
LUMO ... -0.1 eV
Kohn-Sham gap ... 8.141 eV
HOMO energy ... -0.302 Ha

***

What should be chosen as the most stable of them? Choose w.

***

w.
Here is a gas-phase ion, C9H18N (charge +1) from the OMol25 dataset. Energies are from ωB97M-V/def2-TZVPD.

Geometry as ORCA input:
```
! wB97M-V def2-TZVPD RIJCOSX def2/J DEFGRID3
* xyz 1 1
C -2.13888 1.66428 -0.00224
C -1.05414 0.91058 -0.06013
C 0.30627 1.46551 0.10082
C 1.35684 0.27550 -0.03755
C 2.42286 0.64820 -1.06949
C 1.94129 -0.22263 1.33315
N 0.49551 -0.87240 -0.50639
C -0.99984 -0.60771 -0.09076
C -1.37074 -1.22251 1.26233
C -1.86353 -1.05032 -1.23171
H -3.18129 1.31487 0.08510
H -2.03219 2.73369 0.17581
H 0.46334 2.45748 -0.49351
H 0.42550 1.73117 1.13224
H 2.86191 -0.32404 -1.32001
H 3.20181 1.26602 -0.66518
H 2.01982 0.99433 -1.97833
H 1.16878 -0.72449 1.81912
H 2.29085 0.60952 1.98544
H 2.92777 -0.81446 1.17088
H 0.62298 -1.81565 -0.15798
H 0.49987 -0.89244 -1.54661
H -1.30781 -2.33529 1.22360
H -2.34065 -0.84307 1.41325
H -0.69650 -0.94597 2.03642
H -1.62391 -2.10527 -1.41236
H -1.52947 -0.52355 -2.12361
H -2.86645 -0.77138 -1.04231
*
```

Values from the calculation:
LUMO ... -2.8 eV
Kohn-Sham gap ... 10.535 eV
HOMO energy ... -0.491 Ha

***

x.
Here is a molecular structure, C9H18N from the OMol25 dataset. Energies are from ωB97M-V/def2-TZVPD.

Geometry as ORCA input:
```
! wB97M-V def2-TZVPD RIJCOSX def2/J DEFGRID3
* xyz 1 1
C 4.35133 -0.95601 -0.39858
C 2.00283 -1.02744 0.23735
C -2.97835 -2.08653 0.39378
C 1.16301 0.63707 -0.42208
C 0.12969 2.45619 1.06677
C -2.17030 -1.10426 -0.43711
C -2.22265 0.40642 0.05602
C -1.15177 1.31066 -0.69171
C 0.10263 1.47531 -0.01387
N 3.12565 -1.34823 0.19841
H 4.78962 -0.26703 0.23049
H 4.24501 -0.61839 -1.38762
H 1.07956 -1.56038 0.55863
H -4.03050 -2.06649 0.28252
H -2.72419 -1.91310 1.41363
H -2.74897 -3.07850 -0.01116
H 5.05439 -1.83264 -0.48469
H 1.32362 0.20901 -1.42563
H 2.10392 1.15692 -0.19205
H -0.91113 2.47597 1.68549
H 0.20441 3.54064 0.72102
H 0.88849 2.34301 1.84591
H -2.55558 -1.07715 -1.48790
H -1.06168 -1.46977 -0.24496
H -2.10170 0.44828 1.05312
H -3.28077 0.80138 -0.13909
H -1.54781 2.27936 -0.73745
H -1.07874 0.86568 -1.66923
*
```

Values from the calculation:
LUMO ... -5.2 eV
Kohn-Sham gap ... 8.176 eV
HOMO energy ... -0.491 Ha

***

What should be chosen as the most stable of them? Choose w.